1.
This record from OMol25 describes a 7-piece molecular cluster, C23H44Cl6F6O10 overall. The level of theory is ωB97M-V/def2-TZVPD.

LUMO energy in hartree: 0.0155
Spin multiplicity: 1
HOMO energy in eV: -9.65
E_tot in eV: -136475.8658
Gap between HOMO and LUMO in eV: 10.0713
SMILES string: CCOC(=O)C(F)(F)F.CCOC(=O)C(F)(F)F.COCCOCCOC.COCCOCCOC.ClCCl.ClCCl.ClCCl
Max |F| in eV/Å: 3.24

Last column: Löwdin charge in e.
Element x y z (Å)
1 C 16.514 16.235 6.322  -0.099
2 O 15.394 17.005 6.760  -0.170
3 C 14.597 16.464 7.811  -0.183
4 C 15.089 16.980 9.144  -0.217
5 O 16.208 16.282 9.595  -0.159
6 C 16.814 16.896 10.706  -0.163
7 C 18.098 16.094 11.129  -0.179
8 O 17.776 14.792 11.540  -0.230
9 C 18.903 14.012 11.895  -0.096
10 H 16.271 15.370 5.638  0.098
11 H 17.131 15.799 7.091  0.056
12 H 17.185 16.870 5.723  0.089
13 H 14.577 15.359 7.792  0.113
14 H 13.596 16.865 7.690  0.127
15 H 14.301 16.906 9.942  0.141
16 H 15.365 18.027 8.960  0.133
17 H 16.181 16.838 11.609  0.122
18 H 16.986 17.966 10.538  0.129
19 H 18.615 16.670 11.894  0.125
20 H 18.781 15.952 10.311  0.115
21 H 19.386 14.383 12.764  0.087
22 H 19.626 13.910 11.113  0.080
23 H 18.570 12.979 11.983  0.084
24 C 8.887 12.178 11.795  -0.111
25 O 7.839 11.369 12.256  -0.157
26 C 8.214 10.058 12.552  -0.219
27 C 8.965 9.794 13.822  -0.177
28 O 10.282 10.378 13.703  -0.173
29 C 10.876 10.663 14.976  -0.153
30 C 12.355 11.162 14.693  -0.214
31 O 12.444 12.117 13.706  -0.217
32 C 12.112 13.419 14.081  -0.101
33 H 8.320 12.920 11.181  0.101
34 H 9.565 11.655 11.093  0.081
35 H 9.480 12.738 12.503  0.069
36 H 8.919 9.722 11.768  0.105
37 H 7.290 9.443 12.467  0.143
38 H 9.059 8.765 14.086  0.117
39 H 8.387 10.136 14.660  0.118
40 H 10.985 9.784 15.672  0.141
41 H 10.308 11.488 15.415  0.115
42 H 12.922 10.278 14.429  0.091
43 H 12.793 11.535 15.628  0.126
44 H 12.168 14.027 13.214  0.074
45 H 12.869 13.703 14.820  0.069
46 H 11.109 13.538 14.541  0.103
47 C 17.703 13.004 8.847  -0.055
48 C 16.970 12.000 7.966  -0.193
49 O 15.742 12.487 7.436  0.039
50 C 14.702 11.707 7.458  -0.484
51 O 14.587 10.779 8.155  0.151
52 C 13.536 12.131 6.494  -0.626
53 F 13.746 11.455 5.390  0.197
54 F 12.413 11.701 7.024  0.152
55 F 13.435 13.424 6.266  0.177
56 H 17.990 13.937 8.393  0.067
57 H 18.630 12.404 9.092  0.107
58 H 17.221 13.165 9.807  0.019
59 H 16.767 11.100 8.517  0.106
60 H 17.653 11.703 7.144  0.139
61 C 16.179 9.566 13.522  -0.071
62 C 16.732 9.516 12.121  -0.229
63 O 17.822 8.596 11.996  0.027
64 C 19.048 8.988 12.328  -0.389
65 O 19.397 10.067 12.655  0.173
66 C 20.039 7.761 12.002  -0.547
67 F 19.401 6.596 12.130  0.167
68 F 20.354 7.902 10.717  0.161
69 F 21.182 7.806 12.662  0.182
70 H 16.964 9.907 14.172  0.059
71 H 15.713 8.656 13.901  0.083
72 H 15.363 10.287 13.461  0.044
73 H 17.014 10.514 11.734  0.079
74 H 15.978 9.099 11.469  0.114
75 C 15.794 13.773 14.196  -1.017
76 Cl 15.308 15.375 14.785  0.526
77 Cl 16.420 12.700 15.491  0.526
78 H 14.906 13.284 13.818  -0.041
79 H 16.531 13.891 13.444  -0.028
80 C 12.405 9.671 11.201  -1.046
81 Cl 12.764 8.265 12.199  0.548
82 Cl 11.324 9.254 9.878  0.542
83 H 11.887 10.453 11.760  0.000
84 H 13.308 10.106 10.794  -0.022
85 C 14.306 13.658 10.665  -0.911
86 Cl 15.152 12.258 11.304  0.681
87 Cl 12.894 13.215 9.662  0.633
88 H 13.941 14.253 11.527  0.039
89 H 15.008 14.176 10.074  -0.016


2.
This record from OMol25 describes C3H4F3NS in the gas phase. The level of theory is ωB97M-V/def2-TZVPD.

Energy relative to the best compared isomer or geometry (same formula, charge and spin) in kcal/mol: 6.2
LUMO energy in hartree: 0.0236
Spin multiplicity: 1
HOMO energy in eV: -8.59
E_tot in eV: -23653.2562
Gap between HOMO and LUMO in eV: 9.2288
SMILES string: NC(=S)CC(F)(F)F
Max |F| in eV/Å: 4.93

Last column: Löwdin charge in e.
Element x y z (Å)
1 C -0.239 -0.882 0.377  -0.826
2 C 0.634 -0.174 -1.054  0.033
3 C -0.369 0.779 -1.685  -0.757
4 N -0.782 0.039 1.164  0.089
5 F -0.382 1.950 -1.038  0.124
6 F -1.558 0.399 -1.753  0.238
7 F 0.073 1.035 -2.945  0.116
8 S -0.197 -2.503 0.657  0.600
9 H 1.527 0.251 -0.611  0.113
10 H 0.791 -0.972 -1.754  0.097
11 H -0.816 0.961 0.731  0.098
12 H -1.215 -0.085 2.011  0.077